Here is a 12-piece molecular cluster, CH25O12 overall in a non-equilibrium geometry from OMol25. Energies are from wB97M-V/def2-TZVPD.

## Properties
ΔE to the lowest compared entry with this formula, charge and spin (kcal/mol): 97.4
Highest occupied orbital energy (eV): -5.6820
Total charge: -1
Orbital gap (eV): 8.3085
LUMO energy (Ha): 0.0965

Atoms and positions in Å:
1 C 4.981 33.777 31.689
2 O 4.856 35.150 31.537
3 H 4.089 33.340 31.154
4 H 4.830 33.446 32.685
5 H 5.903 33.440 31.146
6 O 6.991 30.485 29.193
7 H 7.165 29.541 29.292
8 H 7.126 30.890 30.147
9 O 5.774 32.946 28.320
10 H 5.791 33.515 28.914
11 H 6.354 32.255 28.723
12 O 6.864 33.066 34.262
13 H 6.048 32.435 34.373
14 H 6.333 33.495 33.670
15 O 1.563 36.373 30.420
16 H 2.249 35.824 30.252
17 H 1.381 36.890 29.707
18 O 6.669 35.778 33.583
19 H 6.489 36.722 33.534
20 H 5.875 35.456 33.026
21 O 3.394 34.854 29.265
22 H 3.312 33.962 29.092
23 H 4.104 34.669 29.979
24 O 4.431 37.798 32.000
25 H 3.787 38.062 32.539
26 H 4.648 36.864 31.935
27 O 7.851 31.524 31.785
28 H 8.683 32.056 31.424
29 H 7.447 31.970 32.467
30 O 2.581 34.952 33.526
31 H 3.320 34.897 33.035
32 H 1.914 34.701 32.879
33 O 6.947 36.394 29.901
34 H 6.628 36.914 29.174
35 H 6.107 35.978 30.294
36 O 2.228 31.749 31.901
37 H 2.912 31.493 31.351
38 H 1.575 32.085 31.473